Below is C23H24N2O3 as an isolated structure in a non-equilibrium geometry, with properties calculated with wB97M-V/def2-TZVPD.

Each line ends with the Löwdin charge.
CARTESIAN COORDINATES (ANGSTROEM)
C (-7.89545, -2.08394, -4.35108)  -0.0801
C (-6.85852, -1.13263, -3.97922)  -0.2750
O (-5.99206, -1.97278, -3.16107)  -0.1366
C (-4.85727, -1.22998, -2.51859)  -0.0704
C (-4.44434, 0.27126, -2.77643)  0.0382
C (-3.34129, 0.66759, -1.92125)  -0.0289
C (-2.57337, -0.10411, -0.97393)  -0.1562
C (-2.85516, -1.54556, -1.09905)  -0.0609
C (-3.94384, -2.06735, -1.69641)  -0.0658
H (-4.36436, -3.04649, -1.51463)  0.1038
H (-2.29151, -2.37802, -0.31522)  0.1754
C (-1.24744, 0.30791, -0.57079)  -0.1243
N (-1.38629, 1.88088, -0.46178)  0.2050
C (-0.38576, 2.19011, 0.26501)  -0.2999
C (-0.35289, 3.72051, 0.31860)  0.0873
C (0.59391, 4.35399, 1.23021)  -0.1601
C (1.60465, 3.77311, 1.65094)  -0.1998
C (1.75917, 2.31089, 1.53382)  0.0769
C (0.71167, 1.46315, 0.63036)  -0.1070
C (0.75468, 0.10187, 0.62830)  -0.1255
C (-0.23103, -0.39919, -0.14307)  -0.0280
H (-0.25635, -1.59515, -0.07709)  0.1749
C (1.92371, -0.82501, 0.94747)  -0.2244
O (1.79222, -1.76946, 1.77173)  0.0577
N (3.23803, -0.43930, 0.14310)  0.0514
H (3.07921, 0.51099, -0.21667)  0.1456
C (4.31463, -0.82382, 0.63646)  -0.3428
H (4.09258, -2.15182, 0.94536)  0.2394
H (4.92150, -1.09321, -0.17433)  0.1103
C (5.17221, -0.24262, 1.69591)  -0.3415
C (4.66011, -0.39439, 3.00282)  -0.1839
H (4.48339, 0.75610, 3.32909)  0.1652
C (5.68636, -1.01078, 3.91269)  -0.1930
H (5.32009, -1.49445, 4.67754)  0.0602
C (6.54207, -1.65609, 2.88267)  -0.1656
H (7.53945, -2.09527, 3.12287)  0.1169
O (6.55995, -0.86825, 1.55243)  -0.0844
H (5.94288, -2.75171, 2.86524)  0.1612
H (6.36364, -0.26216, 4.40979)  0.1327
H (3.79644, -1.01393, 3.19051)  0.1133
H (5.25875, 0.80085, 1.39927)  0.1477
H (2.62914, 1.62175, 2.12879)  0.1426
H (2.52172, 4.19870, 2.21456)  0.1345
H (0.55800, 5.54572, 1.28191)  0.1540
H (-1.14180, 4.16523, 0.01379)  0.0230
H (-3.22571, 1.67522, -2.20305)  0.0790
H (-5.15185, 0.81711, -3.27271)  0.0380
H (-7.31730, -0.16001, -3.36723)  0.1758
H (-6.11558, -0.81144, -4.87294)  0.1662
H (-8.38423, -1.59470, -4.97013)  -0.0087
H (-8.37174, -2.50137, -3.62031)  0.0303
H (-7.36564, -2.93682, -5.00395)  0.1563

- Strongest force on any atom: 15.6 eV/Å
- Multiplicity: 1
- HOMO level: -0.284 Eh
- Molecular weight: 376.5 g/mol
- LUMO: -1.0 eV
- Gap between HOMO and LUMO: 6.7 eV
- Charge: 0
- Energy relative to the best compared isomer or geometry (same formula, charge and spin): 1753.52 kJ/mol


Below is C48H49F27Na3O26 as an isolated structure in a non-equilibrium geometry, with properties calculated with wB97M-V/def2-TZVPD.

Each line ends with the Löwdin charge.
CARTESIAN COORDINATES (ANGSTROEM)
Na (-8.67472, -12.13348, -21.99446)  0.4629
Na (-11.59372, -13.68915, -20.29461)  0.4401
Na (-8.86789, -19.61122, -25.43810)  0.4866
C (-9.52153, -10.90353, -19.71036)  -0.0167
C (-8.11417, -11.00901, -19.64365)  -0.3453
C (-7.45962, -11.68886, -18.44290)  -0.3746
O (-6.21856, -11.63291, -18.28550)  0.0013
C (-8.31618, -12.30477, -17.52785)  0.0099
C (-9.71022, -12.37193, -17.73478)  -0.3133
C (-10.36473, -11.67853, -18.89235)  -0.3573
O (-11.60743, -11.76933, -19.18459)  -0.0660
O (-10.54643, -12.95999, -16.92844)  -0.0349
O (-7.44349, -10.61989, -20.64980)  -0.0582
H (-10.03617, -10.27687, -20.40803)  0.1096
H (-7.99652, -12.75048, -16.63213)  0.0755
C (-7.61371, -15.28445, -24.56549)  0.0123
C (-8.15311, -16.52997, -24.76475)  -0.3983
C (-9.53751, -16.85079, -24.17538)  -0.2982
O (-9.95616, -18.03647, -24.25259)  -0.0577
C (-10.16143, -15.91808, -23.31419)  -0.0035
C (-9.67142, -14.68160, -23.15042)  -0.3694
C (-8.42255, -14.27837, -23.94735)  -0.3445
O (-8.12411, -13.08598, -23.92168)  -0.0189
O (-10.21190, -13.86536, -22.35804)  -0.0482
O (-7.55250, -17.50111, -25.22890)  -0.0121
H (-6.66465, -15.12523, -25.01973)  0.1033
H (-10.92018, -16.28439, -22.66778)  0.1206
C (-7.70360, -17.18873, -21.05534)  0.0017
C (-7.41231, -18.38554, -22.01928)  -0.0542
O (-7.68691, -19.62435, -21.16342)  0.0667
C (-7.86275, -20.71460, -21.80636)  -0.3788
O (-7.81523, -20.88878, -23.05481)  0.0897
C (-8.16915, -21.87068, -20.83478)  -0.5814
F (-9.39073, -22.34869, -20.95532)  0.1822
F (-7.34245, -22.90159, -20.96090)  0.1755
F (-8.02338, -21.41377, -19.59979)  0.1707
H (-7.47538, -16.33281, -21.69498)  0.0729
H (-7.08865, -17.16437, -20.16501)  0.0585
H (-8.74206, -17.20771, -20.77778)  0.0805
H (-6.42942, -18.53071, -22.40887)  0.0974
H (-8.18001, -18.40000, -22.78824)  0.0883
C (-9.16439, -12.63026, -27.28471)  -0.0756
C (-7.98454, -13.34864, -27.79757)  -0.1636
O (-8.37637, -14.19319, -28.98613)  0.0329
C (-7.37665, -14.84725, -29.58045)  -0.4105
O (-6.19772, -14.87618, -29.35744)  0.1575
C (-7.96515, -15.65841, -30.76467)  -0.5075
F (-8.94708, -14.99143, -31.33015)  0.1874
F (-6.96072, -15.84652, -31.68937)  0.1250
F (-8.39120, -16.85298, -30.26085)  0.1407
H (-9.76924, -12.16591, -28.10253)  0.1010
H (-8.76621, -11.89206, -26.58584)  0.0904
H (-9.83263, -13.32519, -26.75022)  0.0665
H (-7.51803, -13.95670, -26.93256)  0.1441
H (-7.25981, -12.68900, -28.20313)  0.1112
C (-12.95720, -13.48965, -25.90446)  -0.0159
C (-12.87622, -14.13984, -24.52515)  -0.1844
O (-14.11016, -13.94001, -23.87524)  0.0385
C (-14.30706, -14.08799, -22.56253)  -0.3454
O (-13.55849, -14.39620, -21.65960)  0.1752
C (-15.68258, -13.61154, -22.29027)  -0.5224
F (-16.57189, -13.99924, -23.26123)  0.1321
F (-16.12543, -14.11059, -21.14991)  0.1866
F (-15.77916, -12.26195, -22.21837)  0.1655
H (-13.49040, -14.15496, -26.53466)  0.0703
H (-11.92691, -13.22832, -26.16142)  0.0665
H (-13.55740, -12.61557, -25.89254)  0.0718
H (-12.12809, -13.66299, -23.83012)  0.1308
H (-12.58748, -15.18106, -24.52271)  0.1219
C (-8.49802, -15.14515, -15.64666)  -0.0614
C (-9.16902, -15.74649, -16.85323)  -0.1856
O (-10.58345, -15.67047, -16.64905)  0.0529
C (-11.26201, -15.48887, -17.73203)  -0.4074
O (-10.86045, -15.44660, -18.87471)  0.1053
C (-12.77933, -15.26331, -17.39653)  -0.4933
F (-13.09278, -14.74522, -16.18072)  0.1608
F (-13.33566, -14.49304, -18.30544)  0.1795
F (-13.39485, -16.47445, -17.52481)  0.1276
H (-8.41112, -15.85912, -14.76436)  0.0957
H (-8.88938, -14.14356, -15.28996)  0.1008
H (-7.47016, -15.06982, -15.99985)  0.0478
H (-8.89087, -16.77439, -17.05922)  0.1332
H (-9.03503, -15.16450, -17.79946)  0.1235
C (-6.02009, -13.73465, -21.08703)  -0.0179
C (-4.82718, -14.66388, -20.94660)  -0.2013
O (-4.32391, -14.64432, -19.66277)  0.0734
C (-5.05830, -15.11527, -18.68822)  -0.3636
O (-6.04996, -15.79118, -18.74627)  0.1539
C (-4.62049, -14.57396, -17.28287)  -0.5328
F (-5.66807, -14.20184, -16.55932)  0.1618
F (-4.00175, -15.57174, -16.61510)  0.1456
F (-3.79596, -13.54298, -17.43861)  0.1750
H (-5.83128, -12.71207, -20.78533)  0.0738
H (-6.84073, -14.09068, -20.54496)  0.0640
H (-6.30849, -13.67009, -22.15830)  0.0851
H (-4.03924, -14.38686, -21.66892)  0.1164
H (-5.02954, -15.66014, -21.15077)  0.0718
C (-13.53968, -19.09244, -22.17417)  -0.0597
C (-12.35557, -19.87982, -22.73050)  -0.1713
O (-12.98885, -20.78830, -23.67325)  0.0018
C (-12.19078, -21.32076, -24.63981)  -0.3200
O (-11.03235, -21.09817, -24.82927)  0.1629
C (-13.05650, -22.06088, -25.74212)  -0.5791
F (-13.18105, -23.37479, -25.61056)  0.1793
F (-14.22982, -21.55192, -25.72080)  0.2058
F (-12.60960, -21.78090, -26.98869)  0.1471
H (-13.22279, -18.24848, -21.60612)  0.0574
H (-14.15189, -19.70427, -21.43792)  0.1018
H (-14.16738, -18.73695, -22.99508)  0.0819
H (-11.90868, -20.49955, -21.91909)  0.1390
H (-11.64833, -19.19837, -23.27392)  0.1136
C (-3.34438, -16.37136, -25.03590)  -0.0310
C (-3.45979, -16.73638, -23.53865)  -0.0899
O (-3.54275, -18.26563, -23.45925)  0.0778
C (-3.93258, -18.72910, -22.36626)  -0.5154
O (-4.18759, -18.18471, -21.33871)  0.1689
C (-3.87207, -20.27902, -22.43432)  -0.5434
F (-4.76455, -20.69046, -23.41622)  0.1134
F (-2.64872, -20.60724, -22.82804)  0.1783
F (-4.17693, -20.90298, -21.34512)  0.2200
H (-4.25622, -16.70057, -25.55536)  0.0655
H (-2.45536, -16.92462, -25.37192)  0.0882
H (-3.19226, -15.29165, -25.12489)  0.0580
H (-4.34494, -16.29575, -23.06280)  0.1040
H (-2.60972, -16.46588, -22.93258)  0.1253
C (-4.87284, -9.26291, -22.69154)  -0.0587
C (-4.84904, -10.66957, -23.11012)  -0.2029
O (-3.46296, -10.95734, -23.41934)  0.0525
C (-3.28160, -12.20024, -23.82494)  -0.3423
O (-4.12935, -13.02060, -24.19244)  0.1127
C (-1.81884, -12.76039, -23.54383)  -0.5161
F (-1.81542, -13.35803, -22.31873)  0.1322
F (-1.34555, -13.70416, -24.30956)  0.1819
F (-0.91662, -11.74926, -23.53253)  0.1419
H (-4.17385, -9.06913, -21.84004)  0.1086
H (-5.81149, -8.94241, -22.30418)  0.0672
H (-4.58022, -8.63853, -23.54642)  0.0880
H (-5.50040, -10.86709, -24.02211)  0.1528
H (-5.24480, -11.40358, -22.45095)  0.0934
C (-5.76648, -18.63870, -29.09953)  -0.0481
C (-5.69406, -18.67687, -27.62481)  -0.0985
O (-5.34864, -20.14262, -27.32602)  0.0534
C (-6.33204, -20.99216, -27.11689)  -0.4018
O (-7.47471, -20.71731, -27.02310)  0.1484
C (-5.79724, -22.47943, -27.10969)  -0.3660
F (-4.41205, -22.55449, -27.14251)  0.1219
F (-6.34228, -23.19356, -26.04719)  0.1242
F (-6.24945, -23.07281, -28.28794)  0.1065
H (-4.92860, -18.93958, -29.67691)  0.0821
H (-6.00623, -17.60711, -29.35991)  0.0685
H (-6.65363, -19.12170, -29.45983)  0.0832
H (-6.62468, -18.38524, -27.20326)  0.0856
H (-4.97949, -18.04738, -27.17409)  0.0992

- Strongest force on any atom: 4.6 eV/Å
- Multiplicity: 1
- HOMO level: -0.175 Eh
- Molecular weight: 1623.8 g/mol
- LUMO: 1.3 eV
- Gap between HOMO and LUMO: 6.1 eV
- Charge: -1
- Energy relative to the best compared isomer or geometry (same formula, charge and spin): 0.00 kJ/mol


- Look up the strongest force on any atom of the second one.
  4.6 eV/Å


- Among the records above, which one has the lowest molecular weight?
  C23H24N2O3